This record from the Open Molecules 2025 dataset describes a structure of composition C36H43AsGeN6O7PtS in a non-equilibrium geometry. The level of theory is ωB97M-V/def2-TZVPD.

Properties
HOMO energy (spin up / spin down) = -17.58 / -17.58 eV
spin multiplicity = 5
total charge = +4
relative energy (zero: lowest compared OMol25 entry of this formula, charge and spin) = 380.3 kJ/mol
strongest force on any atom = 6.2 eV/A
lowest unoccupied orbital energy (spin up / spin down) = -11.773 / -15.124 eV

Each line ends with the Löwdin charge.
Atoms and positions in Å:
1 Pt 0.0163 0.5682 1.5296  1.316
2 O -1.2008 5.8578 0.0805  0.193
3 C -2.1455 5.2627 -0.6721  -0.157
4 C -3.0425 6.0551 -1.4200  0.121
5 C -3.9436 5.5223 -2.3413  0.013
6 C -3.9431 4.1868 -2.5754  0.041
7 C -3.1959 3.3252 -1.7336  0.091
8 C -2.2788 3.8591 -0.8146  -0.045
9 C -1.4409 2.8927 -0.0855  -0.369
10 O -1.7613 1.6400 -0.2059  -0.089
11 N -0.3253 3.4727 0.4446  0.068
12 N 0.3453 2.7096 1.2561  -0.092
13 C 1.4176 3.1117 1.8816  0.034
14 C 1.9805 2.2097 2.8599  -0.210
15 C 3.0415 2.6146 3.7011  0.072
16 C 3.5935 1.6822 4.6180  0.058
17 C 3.1380 0.3504 4.5393  0.037
18 C 2.0986 -0.0136 3.6739  -0.104
19 N 1.4915 0.9262 2.9008  -0.067
20 H -0.6570 5.1082 0.4771  0.100
21 H -2.9637 7.1117 -1.1918  0.159
22 H -4.5635 6.2402 -2.8942  0.157
23 H -4.5813 3.8365 -3.4073  0.158
24 H -3.3269 2.2654 -1.8489  0.098
25 H 1.8351 4.0766 1.6989  0.156
26 H 3.3694 3.6561 3.6876  0.146
27 H 4.3543 2.0276 5.2879  0.136
28 H 3.5179 -0.4393 5.1888  0.142
29 H 1.7185 -1.0439 3.6356  0.117
30 Ge -1.6753 -1.5757 1.3544  0.997
31 C -3.6853 -1.9049 1.1234  -0.323
32 C -4.2700 -3.1655 1.3328  -0.109
33 C -5.6436 -3.3156 1.5231  -0.026
34 C -6.4368 -2.1562 1.5065  -0.031
35 C -5.8500 -0.9260 1.3069  -0.075
36 C -4.4941 -0.7706 1.0494  -0.168
37 C -1.2576 0.1716 3.0261  -0.462
38 C -0.7793 -0.5625 4.1300  -0.149
39 C -1.3936 -0.5728 5.3373  0.023
40 C -2.5680 0.1959 5.4759  0.056
41 C -3.0530 0.9112 4.4065  -0.008
42 C -2.3849 0.9151 3.2151  -0.116
43 H -1.2233 -2.8399 2.1377  0.031
44 H -3.6377 -4.0754 1.3423  0.118
45 H -6.0072 -4.3275 1.6410  0.127
46 H -7.5377 -2.1893 1.7246  0.148
47 H -6.4199 0.0185 1.3635  0.129
48 H -4.0397 0.2131 0.9440  0.082
49 H 0.0384 -1.2610 3.9390  0.082
50 H -0.9681 -1.1178 6.1578  0.139
51 H -3.1817 0.1890 6.3934  0.159
52 H -3.9149 1.6066 4.5604  0.160
53 H -2.7316 1.5278 2.3970  0.102
54 C -2.5277 -3.7443 -2.2740  -0.158
55 As -2.0251 -1.8838 -1.9752  1.189
56 C -3.5129 -0.5986 -2.1573  -0.151
57 C -0.6934 -1.5477 -3.3859  -0.164
58 O -1.1789 -1.8049 -0.4272  -0.626
59 H -3.4692 -3.7968 -2.8461  0.070
60 H -2.6889 -4.2552 -1.3117  0.047
61 H -1.7021 -4.2389 -2.8090  0.063
62 H -3.7057 -0.5034 -3.2537  0.080
63 H -3.2171 0.3248 -1.6850  -0.016
64 H -4.3837 -1.0247 -1.6092  0.054
65 H -1.1169 -1.7912 -4.3686  0.070
66 H 0.1953 -2.1518 -3.1931  0.052
67 H -0.4422 -0.4654 -3.3254  0.036
68 C 5.5785 -3.9499 -4.3121  -0.150
69 C 6.6327 -3.6426 -3.3339  -0.261
70 S 6.3296 -2.2191 -2.1994  0.665
71 O 6.4526 -2.7485 -0.8372  -0.327
72 O 7.2236 -1.2020 -2.6382  -0.275
73 C 4.6425 -1.7120 -2.4424  -0.228
74 C 4.4805 -0.3217 -1.8312  -0.122
75 N 3.0695 0.0728 -1.4710  0.105
76 C 2.5571 -0.2608 -0.2721  -0.261
77 N 1.4252 0.4671 0.0122  -0.062
78 C 1.1356 1.1288 -1.2188  -0.012
79 C 2.1355 0.9047 -2.1023  -0.153
80 N 2.2584 1.3818 -3.3785  -0.258
81 O 1.5078 2.2921 -3.7770  0.123
82 O 3.2933 0.9626 -4.0439  0.095
83 C 3.2124 -1.1215 0.7443  0.042
84 H 5.8009 -4.9138 -4.7294  0.086
85 H 5.5840 -3.2513 -5.1729  0.101
86 H 4.5282 -4.0611 -3.9876  0.082
87 H 7.5856 -3.4295 -3.8356  0.123
88 H 6.7697 -4.5032 -2.6764  0.109
89 H 4.0399 -2.4244 -1.8452  0.107
90 H 4.4215 -1.6701 -3.5506  0.127
91 H 4.7359 0.3733 -2.6351  0.122
92 H 5.1868 -0.1780 -1.0065  0.134
93 H 0.2873 1.7335 -1.4049  0.093
94 H 2.7090 -1.1580 1.7119  0.049
95 H 4.2932 -0.9521 0.8366  0.112
96 H 3.1586 -2.1758 0.3595  0.127